<A>
C18H17ClF2N6O2S | ωB97M-V/def2-TZVPD

The geometry in XYZ format:
```
47
Properties=species:S:1:pos:R:3
C -1.762 5.030 -0.780
S -2.625 3.554 -0.166
O -3.709 4.020 0.728
O -3.138 2.902 -1.381
C -1.405 2.551 0.766
N -0.329 1.968 0.249
N 0.321 1.287 1.243
C 1.566 0.535 1.040
C 1.333 -0.940 0.822
N 1.688 -1.836 1.723
C 1.362 -3.035 1.124
C 1.571 -4.297 1.632
C 1.217 -5.423 0.903
Cl 1.529 -7.058 1.415
C 0.665 -5.226 -0.355
C 0.385 -3.969 -0.866
C 0.759 -2.854 -0.094
N 0.760 -1.511 -0.313
C 0.176 -0.884 -1.538
C 1.218 -0.634 -2.647
F 2.071 0.376 -2.283
F 1.963 -1.737 -2.911
C 0.524 -0.211 -3.987
N 1.508 -0.127 -5.124
C -0.392 1.425 2.456
C -0.145 0.982 3.738
N -0.988 1.259 4.748
C -2.034 2.041 4.495
C -2.293 2.534 3.222
C -1.453 2.234 2.177
H -0.764 4.652 -1.107
H -2.352 5.439 -1.581
H -1.679 5.771 0.023
H 2.023 0.977 0.165
H 2.193 0.721 1.932
H 2.096 -4.393 2.591
H 0.397 -6.088 -0.915
H -0.030 -3.835 -1.877
H -0.602 -1.554 -1.888
H -0.280 0.032 -1.266
H 0.011 0.754 -3.847
H -0.250 -0.949 -4.248
H 2.060 0.720 -5.091
H 2.082 -0.951 -5.132
H 0.763 0.390 3.935
H -2.801 2.266 5.239
H -3.211 3.090 3.030
```

Results
* LUMO level: -0.43 eV
* SMILES: CS(=O)(=O)c1nn(Cc2nc3cc(Cl)ccc3n2CC(F)(F)CN)c2cnccc12
* HOMO-LUMO gap: 8.408 eV

<B>
C18H17ClF2N6O2S | ωB97M-V/def2-TZVPD

The geometry in XYZ format:
```
47
Properties=species:S:1:pos:R:3
C -2.200 4.958 -1.084
S -0.970 4.163 -0.010
O -0.966 4.976 1.170
O 0.380 4.166 -0.642
C -1.523 2.436 0.256
N -1.356 1.379 -0.569
N -2.083 0.325 -0.027
C -2.194 -0.989 -0.542
C -1.352 -1.981 0.247
N -2.005 -2.804 1.072
C -1.039 -3.500 1.805
C -1.261 -4.683 2.617
C -0.093 -5.153 3.345
Cl -0.079 -6.696 4.099
C 1.104 -4.451 3.246
C 1.301 -3.421 2.357
C 0.236 -3.061 1.476
N 0.019 -2.092 0.380
C 1.103 -1.283 -0.333
C 1.428 -2.083 -1.765
F 2.267 -3.068 -1.563
F 0.391 -2.688 -2.350
C 2.041 -1.020 -2.804
N 1.345 0.273 -2.982
C -2.736 0.706 1.189
C -3.583 0.058 2.068
N -4.023 0.624 3.189
C -3.624 1.890 3.439
C -2.836 2.602 2.469
C -2.465 2.053 1.305
H -1.763 5.973 -1.412
H -2.466 4.273 -1.891
H -3.079 5.192 -0.503
H -1.802 -0.913 -1.529
H -3.173 -1.368 -0.524
H -2.314 -5.125 2.450
H 1.919 -4.872 3.719
H 2.324 -2.996 2.234
H 1.985 -1.095 0.236
H 0.607 -0.430 -0.699
H 3.066 -0.753 -2.581
H 1.956 -1.614 -3.741
H 1.932 1.007 -3.429
H 0.418 0.285 -3.447
H -3.714 -0.999 1.937
H -3.848 2.353 4.473
H -2.586 3.626 2.591
```

Results
* LUMO level: -0.43 eV
* SMILES: CS(=O)(=O)c1nn(Cc2nc3cc(Cl)ccc3n2CC(F)(F)CN)c2cnccc12
* HOMO-LUMO gap: 8.218 eV

What should be chosen as the least stable of them? Choose <B>.

<A>
C2HFN2O2 | ωB97M-V/def2-TZVPD

The geometry in XYZ format:
```
8
Properties=species:S:1:pos:R:3
O -3.444 0.809 1.057
N -2.868 0.304 0.180
C -2.008 -0.053 -0.527
F -1.653 -0.429 -1.736
C 0.277 0.526 0.005
N 0.474 1.643 -0.288
O 0.330 2.746 -0.699
H 0.771 -0.234 0.450
```

Results
* LUMO level: -0.63 eV
* SMILES: [O-][N+]#CF.C#[N+][O-]
* HOMO-LUMO gap: 8.879 eV

<B>
C2HFN2O2 | ωB97M-V/def2-TZVPD

The geometry in XYZ format:
```
8
Properties=species:S:1:pos:R:3
O 1.019 -1.189 1.565
C 0.856 -0.375 0.737
C 1.165 0.885 0.049
O 1.740 1.872 -0.276
N 0.037 0.039 -0.236
N -1.188 -0.369 -0.801
F -1.715 -1.294 0.038
H -1.914 0.430 -1.076
```

Results
* LUMO level: 0.17 eV
* SMILES: O=c1c(=O)n1NF
* HOMO-LUMO gap: 10.233 eV

What should be chosen as the least stable of them? Choose <A>.

<A>
C5H11N | ωB97M-V/def2-TZVPD

The geometry in XYZ format:
```
17
Properties=species:S:1:pos:R:3
C 0.428 1.057 1.620
C 0.125 0.830 0.348
C -0.920 1.612 -0.401
C 0.955 -0.132 -0.481
C 0.193 -1.373 -0.875
N -0.106 -2.209 0.331
H -0.142 1.774 2.191
H 1.165 0.457 2.098
H -0.464 2.459 -0.903
H -1.691 1.941 0.305
H -1.477 0.965 -1.082
H 1.897 -0.361 0.021
H 1.270 0.429 -1.370
H -0.688 -1.220 -1.508
H 0.806 -2.026 -1.501
H -0.353 -1.551 1.071
H -0.998 -2.653 0.137
```

Results
* LUMO level: 1.05 eV
* SMILES: C=C(C)CCN
* HOMO-LUMO gap: 10.428 eV

<B>
C5H11N | ωB97M-V/def2-TZVPD

The geometry in XYZ format:
```
17
Properties=species:S:1:pos:R:3
C 1.993 -0.067 0.176
C 0.638 -0.480 -0.348
C -0.496 0.477 -0.470
C -0.416 1.920 -0.042
N -0.492 -0.537 0.569
C -1.441 -1.619 0.378
H 2.623 -0.938 0.387
H 2.513 0.552 -0.564
H 1.896 0.506 1.101
H 0.664 -1.266 -1.107
H -1.172 0.287 -1.309
H 0.247 2.033 0.819
H -1.405 2.288 0.249
H -0.041 2.552 -0.856
H -2.444 -1.263 0.643
H -1.192 -2.458 1.036
H -1.476 -1.988 -0.662
```

Results
* LUMO level: 1.24 eV
* SMILES: C[C@@H]1[C@H](C)N1C
* HOMO-LUMO gap: 10.262 eV

<C>
C5H11N | ωB97M-V/def2-TZVPD

The geometry in XYZ format:
```
17
Properties=species:S:1:pos:R:3
C -0.376 -0.109 1.663
C 0.423 1.686 0.067
N -0.061 0.686 -0.691
C -0.082 0.800 -2.016
C -0.522 -0.484 0.103
C 0.385 -1.699 -0.134
H 0.494 0.486 2.021
H -1.226 0.453 2.065
H -0.254 -1.053 2.185
H -0.248 2.063 0.826
H 1.320 2.190 -0.225
H -0.066 1.812 -2.406
H -0.103 -0.049 -2.689
H -1.527 -0.752 -0.294
H 0.455 -2.064 -1.167
H 0.004 -2.528 0.474
H 1.385 -1.437 0.218
```

Results
* LUMO level (spin up / spin down): 1.00 / 1.00 eV
* HOMO-LUMO gap (spin up / spin down): 7.546 / 7.702 eV

What should be chosen as the least stable of them? Choose <C>.

<A>
C5H11N | ωB97M-V/def2-TZVPD

The geometry in XYZ format:
```
17
Properties=species:S:1:pos:R:3
C -0.458 -0.339 2.383
C -0.942 -0.733 0.957
C -0.268 0.064 -0.166
C 1.129 -0.279 -0.498
N 0.162 -0.345 -1.576
C 0.337 0.899 -2.369
H 0.634 -0.331 2.492
H -0.822 0.643 2.710
H -0.839 -1.065 3.115
H -0.751 -1.801 0.825
H -2.026 -0.582 0.938
H -0.725 1.017 -0.350
H 1.393 -1.277 -0.153
H 1.963 0.414 -0.566
H -0.483 1.069 -3.073
H 1.274 0.847 -2.938
H 0.421 1.799 -1.730
```

Results
* LUMO level: 1.20 eV
* SMILES: CC[C@H]1CN1C
* HOMO-LUMO gap: 10.175 eV

<B>
C5H11N | ωB97M-V/def2-TZVPD

The geometry in XYZ format:
```
17
Properties=species:S:1:pos:R:3
C 1.767 0.398 -0.727
N 1.070 -0.323 0.311
C 0.449 0.241 1.493
C -0.372 -0.194 0.311
C -1.047 0.885 -0.578
C -1.106 -1.518 0.205
H 2.019 -0.344 -1.493
H 1.121 1.146 -1.195
H 2.685 0.876 -0.380
H 0.470 1.311 1.716
H 0.585 -0.375 2.387
H -2.073 1.026 -0.234
H -1.104 0.542 -1.624
H -0.606 1.892 -0.625
H -2.056 -1.528 0.747
H -1.318 -1.683 -0.859
H -0.484 -2.352 0.544
```

Results
* LUMO level: 1.07 eV
* SMILES: CN1CC1(C)C
* HOMO-LUMO gap: 9.836 eV

<C>
C5H11N | ωB97M-V/def2-TZVPD

The geometry in XYZ format:
```
17
Properties=species:S:1:pos:R:3
C 2.349 -0.019 0.047
C 0.837 0.081 0.405
C -0.120 -0.926 -0.418
N -1.203 0.084 -0.530
C -2.440 -0.045 0.289
C -0.078 1.238 -0.236
H 2.649 0.697 -0.691
H 3.016 -0.200 0.947
H 2.488 -0.924 -0.551
H 0.681 -0.045 1.458
H -0.223 -1.857 0.244
H 0.360 -1.028 -1.468
H -2.112 -0.124 1.325
H -3.249 0.600 0.034
H -2.624 -1.141 -0.084
H 0.181 1.739 -1.247
H -0.512 1.872 0.478
```

Results
* LUMO level: 1.15 eV
* SMILES: CC1CN(C)C1
* HOMO-LUMO gap: 9.049 eV

<D>
C5H11N | ωB97M-V/def2-TZVPD

The geometry in XYZ format:
```
17
Properties=species:S:1:pos:R:3
C -0.489 -0.636 2.224
C -1.098 -0.031 1.007
C -0.532 -0.093 -0.259
C 0.201 -1.378 -0.818
N -0.352 1.111 -1.029
C 0.972 1.360 -1.471
H -1.046 -0.333 3.126
H 0.466 -0.120 2.482
H -0.361 -1.675 2.289
H -1.894 0.644 1.176
H -0.616 -1.857 -1.322
H 0.666 -0.913 -1.791
H 0.785 -2.153 -0.282
H -0.773 1.898 -0.506
H 1.291 0.679 -2.266
H 1.707 1.096 -0.709
H 1.072 2.401 -1.852
```

Results
* LUMO level: 1.04 eV
* SMILES: C/C=C(\C)NC
* HOMO-LUMO gap: 8.269 eV

What should be chosen as the least stable of them? Choose <C>.